# C54H73ClF9N7O3P2S2Si

A 8-piece molecular cluster, C54H73ClF9N7O3P2S2Si overall in a non-equilibrium geometry (the ωB97M-V functional and the def2-TZVPD basis, the Open Molecules 2025 dataset).

Computed properties:
Maximum force = 2.63 eV/Å
HOMO-LUMO gap = 8.582 eV
DFT total energy = -158861.8828 eV
SMILES = CCCCCCCCCCCCC[Si@@](CCCCC(F)(F)C(F)(F)S(F)(F)(F)(F)F)(P(O)Cl)P(O)(O)=S.c1ccncc1.c1ccncc1.c1ccncc1.c1ccncc1.c1ccncc1.c1ccncc1.c1ccncc1

```
152
C54H73ClF9N7O3P2S2Si the ωB97M-V functional and the def2-TZVPD basis
C -4.6266 6.6700 -2.7938
C -4.4054 5.2051 -3.1887
C -4.2884 4.2795 -1.9881
C -5.6480 4.0505 -1.3007
C -5.8753 2.5622 -0.9641
C -6.4003 1.8165 -2.1856
C -6.4990 0.2868 -2.0536
C -5.3514 -0.4283 -1.3397
C -4.1472 -0.7513 -2.2360
C -3.2467 0.4491 -2.5132
C -1.8976 0.0473 -3.1047
C -0.8661 -0.4065 -2.0789
C -0.8379 0.4433 -0.8026
Si 0.2518 -0.3631 0.5035
C -0.4459 -2.0307 1.0757
C -1.9733 -2.1706 0.9119
C -2.8053 -1.6792 2.1163
C -3.4252 -0.3276 1.7987
C -4.4053 0.1461 2.8444
F -5.3259 -0.8589 3.0501
F -3.8227 0.3810 4.0457
C -5.2812 1.3569 2.4023
F -6.4056 1.3766 3.1733
F -5.6729 1.2139 1.1036
S -4.4791 3.0697 2.6216
F -4.5998 2.9195 4.1795
F -5.9115 3.7426 2.5371
F -4.3197 3.2634 1.0460
F -3.0148 2.4386 2.6438
F -3.8332 4.4888 2.8365
P 2.2136 -0.8280 -0.5401
O 3.3137 -1.1440 0.6353
Cl 2.6844 1.0918 -1.1975
P 0.5698 1.0674 2.2305
O 0.0939 2.5348 1.7862
O -0.5189 0.7208 3.4028
S 2.3597 1.0128 2.9362
H -4.2389 7.3505 -3.5438
H -4.1647 6.9082 -1.8395
H -5.6903 6.8737 -2.7001
H -5.2410 4.9046 -3.8189
H -3.5259 5.1499 -3.8281
H -3.8343 3.3343 -2.2710
H -3.6332 4.7661 -1.2687
H -5.6599 4.5906 -0.3589
H -6.4656 4.3634 -1.9446
H -4.9234 2.1688 -0.6212
H -6.6338 2.4934 -0.1874
H -7.4161 2.1773 -2.3473
H -5.8554 2.0890 -3.0872
H -6.5378 -0.1257 -3.0614
H -7.4375 0.0124 -1.5796
H -5.7404 -1.3879 -0.9986
H -5.0247 0.1018 -0.4473
H -4.5581 -1.0837 -3.1883
H -3.5823 -1.5933 -1.8371
H -3.1471 1.0830 -1.6361
H -3.7548 1.0565 -3.2607
H -2.0884 -0.7830 -3.7847
H -1.5122 0.8500 -3.7277
H 0.1171 -0.3179 -2.5369
H -0.9825 -1.4589 -1.8207
H -1.8232 0.5336 -0.3459
H -0.4891 1.4533 -1.0033
H -0.2034 -2.1501 2.1294
H 0.0583 -2.8046 0.5044
H -2.3202 -1.6809 0.0056
H -2.1703 -3.2315 0.7888
H -2.1402 -1.6010 2.9697
H -3.5524 -2.4283 2.3473
H -2.6092 0.3856 1.7288
H -3.9149 -0.3293 0.8299
H 3.8463 -0.3563 0.7913
H -0.7467 2.7608 2.2029
H -0.3550 -0.1974 3.6383
C 5.8207 3.9672 -0.2006
C 6.8793 4.8582 -0.1322
C 6.9018 5.9136 -1.0317
N 5.9689 6.1207 -1.9618
C 4.9609 5.2520 -2.0098
C 4.8392 4.1656 -1.1576
H 5.7609 3.1299 0.4839
H 7.6676 4.7372 0.6001
H 7.7103 6.6368 -1.0112
H 4.2153 5.4404 -2.7750
H 3.9980 3.4919 -1.2414
C -0.7264 -7.2404 3.6616
C 0.3670 -6.3953 3.5689
C 0.3616 -5.4192 2.5830
N -0.6374 -5.2504 1.7187
C -1.6788 -6.0725 1.8228
C -1.7733 -7.0787 2.7694
H -0.7645 -8.0124 4.4188
H 1.2054 -6.4872 4.2448
H 1.1965 -4.7342 2.4757
H -2.4777 -5.9090 1.1067
H -2.6449 -7.7173 2.8080
C 8.5550 9.6098 -4.3975
C 9.1717 10.7439 -3.8933
C 8.9384 11.0869 -2.5701
N 8.1521 10.3891 -1.7537
C 7.5661 9.3032 -2.2563
C 7.7333 8.8708 -3.5628
H 8.7120 9.3075 -5.4251
H 9.8201 11.3509 -4.5104
H 9.4039 11.9655 -2.1363
H 6.9280 8.7544 -1.5739
H 7.2288 7.9784 -3.9066
C -4.5261 -5.1431 6.7463
C -3.4025 -5.1260 7.5549
C -2.4839 -6.1573 7.4280
N -2.6186 -7.1683 6.5728
C -3.7068 -7.1688 5.8045
C -4.6839 -6.1873 5.8499
H -5.2666 -4.3566 6.8131
H -3.2384 -4.3318 8.2698
H -1.5902 -6.1793 8.0420
H -3.7930 -8.0045 5.1183
H -5.5454 -6.2409 5.1985
C -1.0722 -8.5932 -2.6282
C -1.0870 -7.8325 -1.4693
C -1.2762 -6.4635 -1.5825
N -1.4391 -5.8341 -2.7468
C -1.4147 -6.5794 -3.8488
C -1.2397 -7.9553 -3.8457
H -0.9285 -9.6653 -2.5827
H -0.9548 -8.2873 -0.4964
H -1.2914 -5.8303 -0.7073
H -1.5420 -6.0399 -4.7811
H -1.2298 -8.5083 -4.7748
C 2.6975 -7.6327 -3.8106
C 1.9653 -6.4570 -3.8181
C 2.4387 -5.3929 -4.5708
N 3.5596 -5.4357 -5.2883
C 4.2510 -6.5722 -5.2690
C 3.8662 -7.6953 -4.5517
H 2.3611 -8.4867 -3.2359
H 1.0555 -6.3630 -3.2505
H 1.8946 -4.4551 -4.6042
H 5.1605 -6.5781 -5.8600
H 4.4685 -8.5933 -4.5749
C 10.2063 3.1957 4.4889
C 10.1470 2.3051 3.4297
C 9.6926 2.7686 2.2049
N 9.3055 4.0239 1.9883
C 9.3675 4.8666 3.0174
C 9.8094 4.5061 4.2808
H 10.5560 2.8735 5.4611
H 10.4462 1.2729 3.5477
H 9.6335 2.1051 1.3488
H 9.0439 5.8818 2.8131
H 9.8394 5.2346 5.0789
```